1.
{
  "formula": "C2H11N2O",
  "method": "ωB97M-V with the def2-TZVPD basis set",
  "relative_energy_kj_mol": 155.7,
  "charge": 1,
  "symbols": ["C", "N", "C", "N", "H", "H", "H", "H", "H", "H", "H", "H", "H", "H", "H", "O"],
  "xyz": [[-1.102, 0.611, -0.803], [-0.115, -0.010, -1.649], [-0.272, 1.446, 0.201], [0.942, 0.767, 0.685], [-1.810, -0.181, -0.218], [-2.009, 1.218, -1.211], [-0.344, -1.046, -1.741], [-0.097, 0.598, -2.470], [-0.882, 1.578, 1.196], [0.012, 2.378, -0.078], [1.516, 1.191, 1.301], [0.747, -0.206, 1.092], [1.516, 0.536, -0.120], [1.302, -3.028, 1.703], [0.184, -3.189, 0.682], [0.411, -2.663, 1.429]]
}

2.
{
  "formula": "C12H25ClN2O6P",
  "method": "ωB97M-V with the def2-TZVPD basis set",
  "charge": -1,
  "symbols": ["C", "N", "C", "C", "O", "C", "N", "P", "O", "Cl", "H", "H", "H", "H", "H", "H", "H", "H", "H", "O", "C", "O", "C", "C", "C", "H", "H", "H", "H", "H", "H", "H", "H", "O", "C", "O", "C", "C", "C", "H", "H", "H", "H", "H", "H", "H", "H"],
  "xyz": [[-4.123, 8.642, -2.413], [-3.133, 7.499, -2.159], [-2.297, 7.456, -3.434], [-3.857, 6.181, -2.001], [-5.216, 6.244, -1.961], [-3.178, 4.693, -1.890], [-1.944, 4.621, -1.004], [-1.252, 2.973, -1.338], [-2.539, 1.897, -1.919], [-0.642, 2.039, 0.511], [-4.829, 8.438, -3.341], [-3.575, 9.671, -2.659], [-4.796, 8.810, -1.448], [-1.209, 7.799, -3.117], [-2.260, 6.371, -3.926], [-2.713, 8.171, -4.270], [-3.992, 3.996, -1.365], [-2.863, 4.301, -2.949], [-2.611, 2.132, -2.890], [0.937, -2.197, -0.982], [0.362, -2.257, 0.105], [0.774, -3.128, 1.051], [0.297, -3.145, 2.408], [-0.982, -3.951, 2.523], [-0.864, -1.429, 0.364], [0.192, -2.130, 2.802], [1.079, -3.628, 3.005], [-1.789, -3.512, 1.930], [-1.310, -4.008, 3.565], [-0.829, -4.967, 2.145], [-1.737, -1.939, -0.049], [-0.741, -0.462, -0.134], [-1.031, -1.209, 1.417], [1.945, -6.211, 2.479], [3.016, -5.873, 1.978], [4.183, -6.169, 2.589], [5.483, -5.990, 1.998], [5.979, -4.572, 2.203], [3.043, -5.045, 0.724], [5.483, -6.289, 0.946], [6.156, -6.683, 2.515], [5.328, -3.842, 1.715], [6.991, -4.456, 1.803], [5.991, -4.322, 3.269], [2.911, -3.992, 0.986], [2.217, -5.364, 0.080], [3.950, -5.167, 0.136]]
}

Number 1: HOMO -14.29 eV, calculated total energy -267.265380 a.u.. Number 2: HOMO -3.28 eV, calculated total energy -1834.683441 a.u..